Entry 1:
The following is a DFT calculation (the ωB97M-V functional and the def2-TZVPD basis) of a molecular structure, C40H38N7O8P2S2Tl in a non-equilibrium geometry.

Summary:
Highest occupied orbital energy: -1.63 eV
Total energy: -113858.3969 eV
Total charge: -2
Energy above the lowest of the compared OMol25 structures with the same formula, charge and spin: 1.718 eV

Positions of all 98 atoms, in Å:
Tl -0.19 -0.03 0.21
C -3.45 2.20 -4.87
C -2.45 3.16 -4.79
C -1.69 3.29 -3.63
C -1.91 2.45 -2.53
C -2.93 1.49 -2.62
C -3.68 1.37 -3.78
N -1.07 2.52 -1.42
C -1.33 3.33 -0.43
C -2.53 4.15 -0.39
C -2.80 4.99 0.63
C -1.88 5.16 1.71
C -0.73 4.43 1.72
C -0.43 3.49 0.70
N 0.62 2.64 0.79
N 1.38 2.74 1.81
C 2.41 1.81 1.86
C 2.95 1.55 3.14
C 3.99 0.66 3.26
C 4.53 0.08 2.12
C 3.96 0.41 0.91
N 2.93 1.24 0.76
H -4.03 2.10 -5.78
H -2.27 3.82 -5.63
H -0.92 4.05 -3.56
H -3.13 0.87 -1.76
H -4.46 0.62 -3.83
H -3.25 4.00 -1.19
H -3.74 5.53 0.65
H -2.11 5.84 2.52
H -0.04 4.49 2.55
H 2.49 2.02 3.99
H 4.39 0.42 4.24
H 5.35 -0.63 2.18
H 4.36 -0.01 -0.01
O -4.08 -0.83 2.38
P -4.02 -0.12 0.85
O -5.32 0.54 0.59
O -2.74 0.65 0.82
O -3.91 -1.49 0.00
P -2.71 -2.61 0.00
O -1.97 -2.34 1.43
O -3.32 -3.96 -0.04
O -1.73 -2.25 -1.08
H -4.20 -0.06 2.96
H -2.57 -1.80 2.00
C -1.28 -3.17 4.62
N -0.65 -3.81 3.49
C -1.20 -4.85 2.76
C -0.49 -4.99 1.64
N 0.51 -4.01 1.65
C 0.41 -3.26 2.81
S 1.46 -2.11 3.41
C 1.33 -3.74 0.53
C 1.79 -4.81 -0.23
C 2.61 -4.54 -1.31
C 2.94 -3.23 -1.60
C 2.41 -2.23 -0.79
N 1.64 -2.49 0.26
H -1.51 -3.91 5.39
H -2.20 -2.67 4.30
H -0.58 -2.43 5.01
H -2.08 -5.37 3.09
H -0.67 -5.62 0.79
H 1.52 -5.83 0.03
H 2.99 -5.35 -1.93
H 3.57 -2.97 -2.44
H 2.61 -1.18 -0.98
O 0.46 -0.86 -2.32
S -0.71 -1.34 -3.10
C -0.28 -3.11 -3.43
C -1.19 -3.73 -4.44
C -0.75 -4.11 -5.70
C -1.63 -4.63 -6.64
C -2.97 -4.78 -6.32
C -3.42 -4.41 -5.05
C -2.54 -3.88 -4.12
C -0.28 -0.72 -4.87
C 1.12 -0.21 -4.93
C 1.51 0.89 -4.15
C 2.83 1.31 -4.12
C 3.79 0.65 -4.89
C 3.42 -0.42 -5.68
C 2.10 -0.86 -5.68
H -0.42 -3.53 -2.44
H 0.78 -3.11 -3.72
H 0.30 -4.00 -5.95
H -1.27 -4.93 -7.61
H -3.67 -5.19 -7.04
H -4.47 -4.53 -4.79
H -2.88 -3.59 -3.13
H -1.01 0.07 -5.02
H -0.46 -1.53 -5.57
H 0.77 1.40 -3.55
H 3.11 2.14 -3.48
H 4.82 0.98 -4.86
H 4.16 -0.93 -6.29
H 1.82 -1.72 -6.29


Entry 2:
The following is a DFT calculation (the ωB97M-V functional and the def2-TZVPD basis) of C6H9N in the gas phase.

Summary:
Highest occupied orbital energy: -8.10 eV
Total energy: -7855.3655 eV
Energy above the lowest of the compared OMol25 structures with the same formula, charge and spin: 2.794 eV

Positions of all 16 atoms, in Å:
C 1.29 -0.62 0.01
C -1.46 -1.39 0.88
C -1.57 -1.28 -0.62
C -0.90 -0.22 -1.09
C 0.00 0.25 0.03
C 0.42 1.71 0.16
N -0.76 -0.30 1.17
H 1.75 -0.62 1.01
H 1.08 -1.66 -0.25
H 2.01 -0.22 -0.71
H -2.16 -1.99 -1.18
H -0.94 0.22 -2.08
H 1.05 1.81 1.05
H 1.05 1.96 -0.70
H -0.40 2.42 0.22
H -0.46 -0.08 2.11


Entry 3:
The following is a DFT calculation (the ωB97M-V functional and the def2-TZVPD basis) of C5H8O in the gas phase in a non-equilibrium geometry.

Summary:
Highest occupied orbital energy: -7.56 eV
SMILES: CC(C)=C1CO1
Total energy: -7358.7347 eV
Energy above the lowest of the compared OMol25 structures with the same formula, charge and spin: 3.521 eV

Positions of all 14 atoms, in Å:
C 0.18 1.74 -0.20
C -0.04 0.29 -0.01
C 1.03 -0.65 0.45
C -1.43 -0.38 -0.32
C -2.42 -1.39 -0.50
O -2.63 0.00 -0.79
H 1.02 1.90 -0.88
H -0.71 2.22 -0.60
H 0.44 2.21 0.75
H 0.63 -1.40 1.13
H 1.48 -1.18 -0.39
H 1.82 -0.10 0.96
H -2.38 -2.03 -1.37
H -2.97 -1.77 0.35


Entry 4:
The following is a DFT calculation (the ωB97M-V functional and the def2-TZVPD basis) of C17H15F2NO5 in the gas phase.

Summary:
Highest occupied orbital energy: -8.54 eV
SMILES: COc1ccc(C(=O)OCC(=O)Nc2ccc(F)cc2F)cc1OC
Total energy: -35034.8089 eV
Energy above the lowest of the compared OMol25 structures with the same formula, charge and spin: 0.974 eV

Positions of all 40 atoms, in Å:
C 4.75 -1.82 4.13
O 3.39 -1.98 3.81
C 2.99 -1.81 2.52
C 3.87 -1.49 1.49
C 3.43 -1.33 0.19
C 2.08 -1.49 -0.11
C 1.65 -1.30 -1.51
O 2.37 -1.02 -2.43
O 0.31 -1.48 -1.65
C -0.24 -1.29 -2.94
C -1.25 -0.15 -2.99
O -1.85 0.12 -4.01
N -1.38 0.50 -1.81
C -2.19 1.58 -1.49
C -3.05 2.21 -2.40
C -3.82 3.28 -2.02
C -3.75 3.74 -0.71
F -4.50 4.79 -0.34
C -2.91 3.16 0.22
C -2.15 2.08 -0.19
F -1.32 1.49 0.70
C 1.19 -1.80 0.91
C 1.62 -1.97 2.22
O 0.62 -2.28 3.08
C 0.82 -2.36 4.48
H 4.82 -2.00 5.20
H 5.10 -0.80 3.92
H 5.38 -2.54 3.60
H 4.92 -1.36 1.70
H 4.12 -1.08 -0.60
H 0.57 -1.08 -3.66
H -0.74 -2.21 -3.25
H -0.82 0.14 -1.04
H -3.09 1.83 -3.41
H -4.48 3.77 -2.72
H -2.86 3.52 1.23
H 0.14 -1.94 0.71
H 1.21 -1.43 4.88
H -0.16 -2.56 4.89
H 1.50 -3.18 4.74


Entry 5:
The following is a DFT calculation (the ωB97M-V functional and the def2-TZVPD basis) of a molecular structure, C26H29NOP2RuTe in a non-equilibrium geometry.

Summary:
Expectation value of S²: 6.0677
Spin multiplicity: 5
Highest occupied orbital energy (alpha / beta): -12.81 / -13.49 eV
Total energy: -59404.1041 eV
Total charge: +2
Energy above the lowest of the compared OMol25 structures with the same formula, charge and spin: 1.814 eV

Positions of all 61 atoms, in Å:
C -3.68 -0.74 -2.93
C -2.68 0.02 -2.37
C -2.91 0.41 -0.98
C -3.68 -0.47 -0.11
C -4.50 -1.43 -0.78
C -4.62 -1.44 -2.14
C -3.89 -0.13 1.26
C -3.00 0.93 1.66
C -2.28 1.72 0.66
C -1.30 2.73 1.10
C -1.59 3.31 2.32
C -2.47 2.73 3.24
C -3.01 1.49 2.98
H -3.69 -0.83 -4.01
H -5.07 -2.04 -0.08
H -5.44 -1.96 -2.60
H -4.22 -0.90 2.01
H -1.09 4.26 2.54
H -2.76 3.25 4.15
H -3.55 0.86 3.68
N -2.68 1.68 -0.61
Ru 1.15 -0.35 -0.32
C -1.50 0.46 -3.20
H -1.37 1.55 -3.25
H -1.62 0.09 -4.24
C -0.15 3.23 0.28
H -0.45 3.60 -0.71
H 0.35 4.08 0.80
P 0.12 -0.38 -2.47
P 1.25 1.91 0.07
C 2.29 2.11 1.54
H 3.20 1.54 1.32
H 2.55 3.15 1.73
H 1.80 1.68 2.42
C 2.16 2.56 -1.34
H 2.72 3.44 -1.03
H 2.85 1.75 -1.63
H 1.48 2.81 -2.16
C -0.18 -2.10 -2.82
H -0.46 -2.34 -3.83
H 0.77 -2.59 -2.60
H -0.93 -2.51 -2.15
C 1.36 0.14 -3.63
H 2.27 -0.30 -3.22
H 1.19 -0.23 -4.63
H 1.46 1.23 -3.66
C 2.77 -1.23 -0.63
O 3.81 -1.75 -0.83
H 0.17 -1.41 0.50
Te 0.47 -0.81 2.25
C 2.14 -2.04 2.57
C 2.10 -3.39 2.16
C 3.25 -4.18 2.16
C 4.48 -3.65 2.60
C 4.53 -2.30 3.01
C 3.37 -1.51 3.01
H 1.16 -3.81 1.80
H 3.22 -5.23 1.83
H 5.38 -4.27 2.62
H 5.50 -1.89 3.33
H 3.44 -0.48 3.34


Entry 6:
The following is a DFT calculation (the ωB97M-V functional and the def2-TZVPD basis) of 3 unconnected molecules or ions with the total composition C6H15N3O4 in a non-equilibrium geometry.

Summary:
Highest occupied orbital energy (alpha / beta): -8.10 / -8.10 eV
Total energy: -19115.1833 eV
Energy above the lowest of the compared OMol25 structures with the same formula, charge and spin: 7.982 eV

Positions of all 28 atoms, in Å:
C 3.44 1.54 0.18
C 1.98 1.97 0.45
C 0.92 0.86 0.21
C 1.40 -0.47 0.85
C 0.22 -1.46 0.82
C 0.21 -2.07 -0.51
N -3.84 -0.48 0.57
N -2.12 -2.26 -0.96
N -4.13 -1.53 0.53
O -4.58 -2.55 0.60
O -2.73 2.31 -1.07
O -0.81 -2.31 -1.23
O -2.29 0.98 -1.14
H 4.09 2.36 0.39
H 3.62 0.59 0.79
H 3.73 1.33 -0.89
H 1.60 2.79 -0.17
H 1.86 2.21 1.53
H 0.91 0.78 -0.88
H 0.04 1.08 0.65
H 1.83 -0.26 1.96
H 2.10 -0.81 0.11
H -0.66 -0.71 0.95
H 0.49 -2.13 1.65
H -2.49 0.67 -2.03
H 1.15 -2.19 -1.01
H -2.52 -2.56 -1.90
H -3.43 2.31 -0.44